1.
Below is a 2-piece molecular cluster, C3H2Cl4F2 overall, with properties calculated with wB97M-V/def2-TZVPD.

Last column: natural (NBO) charge in e.
Positions of all 11 atoms, in Å:
C: 1.52908 0.68716 0.57729  -0.21
C: -1.81802 -1.44014 0.36518  -0.31
C: 1.10849 1.44018 -0.59021  0.72
F: 1.21247 2.76632 -0.56685  -0.29
F: 1.71603 0.98094 -1.70471  -0.31
Cl: 1.78858 -1.01898 0.38476  0.09
Cl: -2.47535 -2.54794 -0.80254  0.00
Cl: -1.02301 -2.20534 1.61399  0.07
Cl: -0.79304 0.94370 -1.12764  -0.21
H: 1.02707 0.84863 1.54188  0.23
H: -2.27229 -0.45452 0.30885  0.23

Computed properties:
- 2S+1 = 3
- ⟨S²⟩ = 2.012
- total energy (a.u.) = -2155.865085
- max |F| (eV Å⁻¹) = 2.908
- frontier orbital gap (alpha / beta) (eV) = 8.59 / 8.87

2.
Below is a 2-piece molecular cluster, C3H2Cl4O2 overall, with properties calculated with wB97M-V/def2-TZVPD.

Last column: natural (NBO) charge in e.
Positions of all 11 atoms, in Å:
C: -0.30696 0.62685 -0.74411  -0.24
C: -0.24510 -1.52701 0.55064  0.40
C: 0.71872 0.95552 0.32695  0.15
O: 0.90863 -1.48969 0.76320  -0.45
O: 0.41098 1.20110 1.44399  -0.18
Cl: 0.33806 -0.45295 -1.96375  0.05
Cl: -1.47963 -1.17184 1.86415  -0.14
Cl: 2.36255 1.15845 -0.21754  0.08
Cl: -0.57573 2.33028 -1.42110  -0.06
H: -1.17716 0.27088 -0.41240  0.21
H: -0.95437 -1.90159 -0.19003  0.19

Computed properties:
- 2S+1 = 3
- ⟨S²⟩ = 2.009
- total energy (a.u.) = -2106.552025
- max |F| (eV Å⁻¹) = 8.719
- frontier orbital gap (alpha / beta) (eV) = 6.44 / 7.19

3.
Below is a 2-piece molecular cluster, C3H2ClF overall, with properties calculated with wB97M-V/def2-TZVPD.

Last column: natural (NBO) charge in e.
Positions of all 7 atoms, in Å:
C: 0.66697 0.11507 0.37014  0.36
C: -0.46478 -0.48134 0.54989  -0.12
C: -0.06289 0.18462 -0.87713  -0.34
F: 2.03967 0.83783 1.57713  -0.47
Cl: -1.77494 -1.26047 1.22983  0.16
H: -0.66845 1.15848 -1.24935  0.22
H: 0.26443 -0.55419 -1.60052  0.20

Computed properties:
- 2S+1 = 1
- total energy (a.u.) = -675.340751
- max |F| (eV Å⁻¹) = 4.524
- frontier orbital gap (eV) = 9.17
- relative energy (zero: lowest compared OMol25 entry of this formula, charge and spin) (kcal per mole) = 95.0